16
Properties=species:S:1:pos:R:3 method="wB97M-V/def2-TZVPD" total_energy_ha=-627.4762 charge=+1 s2=0.93 spin_multiplicity=2 fmax_ev_per_a=3.08 orbital_gap_ev="4.601 / 5.336" relative_energy_kj_mol=642.71 lumo_energy_ev="-9.197 / -8.525" e_homo_ha="-0.507 / -0.509"
N 1.875 -0.591 -0.251
C 0.633 -0.050 -0.589
C 0.284 1.218 0.308
S -1.399 1.689 0.164
C -0.488 -1.182 -0.203
N -0.064 -2.529 -0.347
H 2.061 -0.067 3.381
H 2.361 0.560 3.598
H 2.602 0.103 -0.123
H 0.425 0.240 -1.614
H 0.598 0.980 1.337
H 0.875 2.117 0.103
H -1.402 -0.990 -0.766
H -0.803 -0.911 0.825
H -0.147 -2.877 -1.295
H 0.958 -2.567 -0.159